Below is a structure of composition C37H91Cu2N6O15 at a distorted geometry, with properties calculated with ωB97M-V/def2-TZVPD.

Output
Charge: +1
Lowest unoccupied orbital energy, eV: -2.4
HOMO-LUMO gap, eV: 7.962
Relative energy (zero: lowest compared OMol25 entry of this formula, charge and spin), kJ/mol: 100.6

Structure (XYZ):
```
151
C37H91Cu2N6O15 | OMol25 | ωB97M-V/def2-TZVPD
Cu 17.984 12.078 19.822
Cu 19.923 13.437 16.179
O 18.169 10.161 16.308
C 18.326 10.778 17.559
O 17.823 10.160 18.568
O 18.905 11.952 17.638
H 17.673 9.318 16.499
C 20.285 5.133 15.380
O 20.544 6.212 14.467
C 19.741 7.304 14.704
C 20.166 8.399 13.791
N 20.222 7.897 12.441
C 21.154 8.640 11.592
C 21.359 7.942 10.289
O 22.076 6.757 10.487
C 22.464 6.200 9.280
H 20.375 5.442 16.438
H 21.012 4.349 15.200
H 19.255 4.744 15.233
H 19.852 7.603 15.764
H 18.679 7.036 14.555
H 21.070 8.832 14.276
H 19.485 9.257 13.737
H 20.556 6.933 12.396
H 22.143 8.768 12.068
H 20.770 9.642 11.353
H 21.877 8.635 9.596
H 20.392 7.727 9.796
H 23.273 6.790 8.828
H 21.624 6.192 8.570
H 22.811 5.187 9.439
C 26.750 14.825 19.130
O 26.051 14.436 17.950
C 24.659 14.380 18.138
C 24.213 12.998 18.536
N 22.834 13.013 18.928
C 22.245 11.723 19.144
C 22.831 11.008 20.352
O 23.112 11.911 21.375
C 24.095 11.402 22.250
H 26.705 14.031 19.881
H 26.375 15.791 19.478
H 27.795 14.963 18.854
H 24.225 14.632 17.158
H 24.292 15.174 18.805
H 24.787 12.528 19.334
H 24.334 12.363 17.634
H 22.264 13.633 18.377
H 22.381 11.096 18.246
H 21.197 11.957 19.306
H 23.706 10.419 20.046
H 22.082 10.289 20.723
H 23.724 10.477 22.716
H 24.331 12.164 22.977
H 25.001 11.119 21.696
C 14.770 7.057 16.503
O 14.757 7.742 15.313
C 13.426 7.966 14.920
C 13.405 8.656 13.625
N 13.739 10.036 13.701
C 13.829 10.711 12.389
C 14.870 10.248 11.371
O 16.206 10.466 11.700
C 16.890 9.465 12.451
H 14.478 7.708 17.340
H 15.784 6.727 16.716
H 14.113 6.179 16.474
H 12.984 8.589 15.709
H 12.905 7.006 14.862
H 12.380 8.594 13.245
H 14.007 8.095 12.897
H 14.578 10.226 14.224
H 13.978 11.763 12.666
H 12.850 10.690 11.893
H 14.712 10.843 10.469
H 14.687 9.198 11.112
H 16.868 8.533 11.883
H 16.492 9.357 13.456
H 17.906 9.848 12.498
C 14.591 14.589 22.090
O 15.724 15.473 22.161
C 15.480 16.733 21.586
C 16.503 16.996 20.529
N 16.400 16.005 19.427
C 17.496 16.099 18.482
C 17.299 15.037 17.447
O 18.273 14.981 16.427
C 18.215 16.057 15.494
H 14.831 13.688 22.647
H 14.315 14.356 21.049
H 13.695 15.042 22.545
H 15.665 17.478 22.376
H 14.450 16.901 21.276
H 17.507 17.023 20.994
H 16.367 17.995 20.093
H 16.397 15.081 19.867
H 18.493 15.940 18.946
H 17.551 17.104 18.055
H 16.310 15.096 16.973
H 17.319 14.059 17.945
H 18.451 17.019 15.979
H 17.248 16.122 14.997
H 19.028 15.933 14.777
C 14.914 12.144 18.519
O 15.568 12.193 19.764
C 15.322 11.069 20.545
C 15.984 11.226 21.884
N 17.451 10.981 21.876
C 17.815 9.554 21.669
C 19.339 9.454 21.560
O 19.782 8.176 21.555
C 19.371 7.476 20.420
H 15.040 13.140 18.089
H 13.838 12.011 18.665
H 15.318 11.387 17.845
H 15.602 10.146 20.018
H 14.246 10.915 20.748
H 15.489 10.615 22.646
H 15.850 12.275 22.167
H 17.639 11.125 22.876
H 17.335 9.178 20.764
H 17.483 8.912 22.507
H 19.823 10.034 22.340
H 19.567 9.952 20.590
H 18.345 7.086 20.523
H 20.042 6.630 20.319
H 19.374 8.102 19.515
C 22.587 12.417 15.373
O 21.401 12.871 14.646
C 20.806 11.831 13.902
C 19.663 12.470 13.131
N 18.565 12.849 14.047
C 17.388 13.342 13.300
C 16.143 13.418 14.183
O 15.108 14.069 13.553
C 15.153 15.450 13.637
H 23.371 12.001 14.730
H 22.327 11.676 16.147
H 23.020 13.291 15.873
H 20.449 11.042 14.571
H 21.525 11.412 13.191
H 19.279 11.694 12.441
H 20.052 13.327 12.586
H 18.277 12.009 14.525
H 17.148 12.647 12.478
H 17.624 14.322 12.875
H 16.390 13.810 15.184
H 15.793 12.400 14.404
H 15.198 15.777 14.686
H 14.238 15.824 13.193
H 16.006 15.880 13.095
```

Results of the Löwdin charge analysis, in e, for atoms 1 through 8: number 1, Cu, carries 0.480; number 2, Cu, carries 0.484; number 3, O, carries 0.056; number 4, C, carries -0.614; number 5, O, carries -0.040; number 6, O, carries -0.076; number 7, H, carries 0.134; number 8, C, carries -0.073